{"formula": "C22H78N30O16", "method": "ωB97M-V with the def2-TZVPD basis set", "species": ["C", "C", "C", "O", "C", "N", "H", "H", "H", "H", "H", "H", "H", "H", "H", "H", "H", "C", "C", "C", "O", "C", "N", "H", "H", "H", "H", "H", "H", "H", "H", "H", "H", "H", "C", "O", "N", "N", "H", "H", "H", "H", "C", "O", "N", "N", "H", "H", "H", "H", "C", "O", "N", "N", "H", "H", "H", "H", "C", "O", "N", "N", "H", "H", "H", "H", "C", "O", "N", "N", "H", "H", "H", "H", "C", "O", "N", "N", "H", "H", "H", "H", "C", "O", "N", "N", "H", "H", "H", "H", "C", "O", "N", "N", "H", "H", "H", "H", "C", "O", "N", "N", "H", "H", "H", "H", "C", "O", "N", "N", "H", "H", "H", "H", "C", "O", "N", "N", "H", "H", "H", "H", "C", "O", "N", "N", "H", "H", "H", "H", "C", "O", "N", "N", "H", "H", "H", "H", "C", "O", "N", "N", "H", "H", "H", "H"], "xyz": [[1.0965, 1.1050, -2.1844], [1.1858, -0.0672, -1.2293], [-0.0370, -0.3282, -0.3875], [-0.4425, 0.9125, 0.1370], [-1.5278, 0.6936, 1.0458], [1.7406, -1.2140, -1.9535], [1.9796, 1.3690, -2.7632], [0.7203, 2.0267, -1.7338], [0.2726, 0.8620, -2.8671], [1.9531, 0.3472, -0.5617], [0.1999, -1.0145, 0.4348], [-0.8843, -0.7337, -0.9541], [-1.1914, 0.2534, 1.9844], [-2.2852, 0.1465, 0.4892], [-1.9019, 1.6712, 1.3392], [1.0400, -1.5369, -2.6222], [2.3448, -0.8800, -2.7035], [1.9685, -1.3208, 4.6954], [1.8084, -1.5754, 3.1974], [3.0394, -1.3892, 2.2923], [3.7953, -0.2291, 2.7029], [3.1833, 0.9682, 2.2381], [1.1802, -2.8789, 2.9766], [2.4398, -0.3777, 4.9762], [2.6153, -2.1359, 5.0306], [0.9917, -1.3639, 5.1743], [1.0832, -0.8392, 2.8270], [2.7660, -1.4200, 1.2334], [3.7211, -2.2368, 2.3899], [3.6249, 1.1986, 1.2632], [3.6215, 1.7461, 2.8697], [2.0992, 1.0786, 2.1884], [0.1710, -2.9576, 2.9623], [1.5302, -3.4730, 3.7173], [5.2261, 0.0484, -2.6028], [4.8328, -0.8893, -3.2727], [4.5152, 0.5938, -1.5845], [6.2725, 0.8068, -2.9716], [3.7814, -0.0409, -1.3011], [4.6753, 1.3616, -0.9587], [6.8461, 0.4131, -3.6996], [6.6183, 1.5787, -2.4308], [2.3771, -4.9449, -0.3811], [2.3017, -6.1338, -0.6116], [2.5176, -4.4721, 0.9211], [2.1920, -3.9096, -1.1977], [2.1009, -3.5876, 1.1541], [3.0186, -5.0790, 1.5449], [1.7734, -4.0300, -2.1066], [2.2067, -2.9363, -0.9249], [-1.0330, -4.0119, -2.2438], [-0.3708, -3.2943, -2.9981], [-1.7888, -5.0178, -2.6857], [-1.3127, -3.6973, -0.9673], [-2.0962, -5.7143, -2.0304], [-1.8899, -5.1258, -3.6805], [-0.5422, -3.2682, -0.4749], [-1.9833, -4.2161, -0.4252], [-1.0709, 1.3198, 5.7682], [-2.1398, 0.7380, 6.0133], [-0.3128, 1.1329, 4.6778], [-0.4631, 2.2056, 6.5849], [-0.8159, 0.5694, 4.0047], [0.5314, 1.6174, 4.4461], [-0.9832, 2.5955, 7.3545], [0.3816, 2.6745, 6.3174], [-2.9531, 4.4227, 2.9105], [-2.6742, 5.6284, 3.0050], [-2.8007, 3.5072, 3.8718], [-3.2370, 3.8030, 1.7440], [-2.6080, 3.7258, 4.8333], [-3.0267, 2.5637, 3.5875], [-3.4776, 2.8262, 1.7369], [-3.0500, 4.2698, 0.8730], [0.9267, -1.2563, -5.7265], [0.0421, -0.5548, -5.2297], [1.7824, -0.9056, -6.7016], [1.4030, -2.2505, -4.9474], [2.4524, -1.5596, -7.0663], [1.6620, -0.0485, -7.2134], [2.1462, -2.7409, -5.4304], [0.7978, -2.9029, -4.4577], [-3.1141, 4.1968, -1.9388], [-4.0039, 4.2445, -2.7743], [-2.3692, 5.2818, -1.5879], [-2.6152, 3.0371, -1.4620], [-1.6494, 5.1792, -0.8862], [-2.6653, 6.1596, -1.9771], [-1.7954, 2.9791, -0.8768], [-3.0524, 2.2036, -1.8255], [5.2274, -4.2991, -4.3203], [5.6717, -5.2314, -5.0040], [5.9758, -3.2155, -4.0971], [3.9355, -4.1902, -4.0044], [6.8880, -3.1535, -4.5107], [5.6117, -2.3940, -3.6283], [3.3059, -4.8973, -4.3409], [3.5632, -3.3628, -3.5678], [0.3000, 4.1129, 1.2069], [-0.5873, 4.1799, 0.3565], [1.5477, 4.5679, 0.9424], [0.1887, 3.5371, 2.4107], [2.2140, 4.5577, 1.6912], [1.6969, 4.8539, -0.0157], [-0.7045, 3.6519, 2.8734], [1.0109, 3.4622, 2.9823], [-4.8326, 0.8651, 3.6845], [-3.8970, 0.8705, 2.8890], [-6.0512, 0.4996, 3.3089], [-4.7946, 1.1397, 5.0325], [-6.2644, 0.3470, 2.3378], [-6.7709, 0.5994, 4.0016], [-3.8665, 1.1391, 5.4511], [-5.5803, 0.8932, 5.6059], [1.6391, 4.9429, -2.8610], [1.7411, 5.6646, -1.8801], [0.5079, 4.7867, -3.6002], [2.7248, 4.3664, -3.4034], [0.4964, 4.3371, -4.4967], [-0.3543, 5.0400, -3.1406], [3.5206, 4.3626, -2.7893], [2.8099, 4.0728, -4.3594], [-1.5688, -2.5077, 4.5548], [-0.9879, -3.5662, 4.3360], [-1.9396, -1.5479, 3.6884], [-1.7427, -2.1072, 5.8289], [-1.9232, -1.8693, 2.7309], [-2.5777, -0.8648, 4.0565], [-1.8777, -2.8736, 6.4677], [-2.0911, -1.1771, 6.0299], [-4.3859, -2.3378, 0.1836], [-3.8949, -2.8607, 1.1796], [-4.9849, -3.0424, -0.8469], [-4.3618, -1.0454, -0.1306], [-5.0391, -4.0425, -0.8870], [-5.2111, -2.4282, -1.6080], [-3.9764, -0.4024, 0.5401], [-4.6282, -0.6981, -1.0395], [-3.0169, 0.3082, -3.3463], [-4.0058, 0.4536, -2.6004], [-2.5287, 1.2269, -4.1840], [-2.5192, -0.8791, -3.6823], [-1.6926, 1.0861, -4.7277], [-2.8938, 2.1620, -4.0569], [-1.5600, -0.9259, -3.9930], [-2.8545, -1.6696, -3.1518]], "forces_ev_per_angstrom": [[-2.52, 0.74, -0.62], [2.07, 1.47, -0.58], [-0.08, 0.19, -0.43], [-0.25, -0.01, 0.89], [0.59, 1.24, -0.53], [-0.54, -0.22, -0.44], [0.25, -0.49, 0.19], [0.28, -0.01, 0.41], [0.24, 0.04, -0.53], [0.07, -0.78, 0.70], [0.09, -0.24, 0.00], [0.14, -0.31, -0.27], [-0.02, -0.67, -0.22], [-0.05, -0.25, 0.51], [-0.03, 0.06, -0.29], [-0.70, -0.48, 0.65], [0.76, 0.35, 0.54], [0.70, -0.24, -0.40], [-1.70, 0.79, -0.68], [0.75, -0.47, 1.43], [-1.54, -0.39, -0.80], [1.92, 0.65, 0.06], [1.49, 0.25, -0.61], [0.11, 0.02, -0.23], [-0.06, 0.08, 0.56], [0.04, -0.24, 0.03], [-0.12, 0.15, -0.02], [-0.18, 0.58, -0.10], [0.06, 0.00, 0.28], [-0.45, -0.04, -0.39], [-0.39, 0.16, 0.20], [-0.10, -0.57, 0.16], [0.35, 0.32, 0.39], [-0.39, -0.47, -0.18], [-0.35, 2.23, -0.14], [-0.28, -0.52, 0.37], [-1.56, -1.54, 0.72], [1.30, -0.11, -0.73], [-0.10, 0.25, 0.22], [0.67, 0.02, -0.32], [0.10, 0.27, 0.06], [0.04, -0.17, 0.05], [-0.69, 0.02, 2.70], [0.44, -0.33, -1.01], [0.74, -0.65, -1.08], [-0.55, 0.77, -2.04], [0.23, -0.28, 0.80], [-0.46, 0.24, 0.40], [0.06, -0.31, 0.11], [0.21, -0.15, 0.04], [-1.18, 1.18, -0.52], [0.53, -0.31, 0.15], [-0.41, -1.08, -0.79], [1.15, 0.60, 1.12], [-0.13, -0.15, -0.36], [0.10, -0.36, 0.14], [-0.25, 0.08, 0.22], [0.11, -0.02, 0.09], [1.10, 0.56, 0.29], [0.54, 0.66, -0.28], [-1.56, -1.52, -1.10], [-0.75, 0.69, 1.56], [0.76, -0.10, -0.43], [-0.09, 0.00, 0.00], [0.13, -0.17, 0.04], [-0.07, 0.02, -0.03], [1.24, 2.19, -1.16], [-0.52, -1.29, 0.20], [0.22, -1.20, 1.56], [-0.75, 0.20, -0.84], [-0.27, 0.23, -0.13], [0.08, -0.18, 0.61], [-0.07, 0.08, -0.21], [-0.14, 0.04, 0.11], [0.12, 1.58, 3.19], [-0.84, 0.46, -1.56], [-0.02, 0.49, -1.45], [1.34, -2.51, -0.82], [-0.05, 0.03, 0.03], [-0.24, -0.10, 0.09], [0.15, -0.33, 0.48], [-0.51, 0.52, 0.08], [1.17, 0.07, -1.15], [-0.56, 0.04, 0.05], [-0.17, 0.38, 0.05], [-0.39, -0.95, 0.43], [0.08, 0.39, 0.04], [0.08, 0.07, 0.33], [0.03, 0.10, -0.01], [-0.09, -0.11, 0.32], [1.36, -0.87, -2.97], [-0.41, -0.09, 0.82], [0.77, 1.24, 1.07], [-1.68, 0.10, 0.64], [-0.08, -0.41, 0.05], [0.08, -0.21, -0.23], [0.18, -0.12, 0.24], [0.08, -0.11, 0.12], [0.82, 0.48, -1.80], [-0.11, -0.09, 0.60], [-0.39, -0.32, -0.10], [-1.04, -0.68, 1.35], [0.39, 0.32, -0.46], [0.52, 0.39, -0.01], [0.08, -0.30, 0.13], [-0.12, 0.26, 0.09], [-0.46, -0.57, 0.97], [1.01, 0.52, 0.25], [-1.43, -0.20, -0.44], [1.37, 0.31, -0.62], [-0.04, 0.03, 0.10], [-0.42, -0.16, -0.52], [-0.29, -0.01, 0.16], [0.11, -0.03, 0.05], [-0.41, 1.06, -1.30], [-0.49, -0.59, 0.95], [-0.47, 0.31, 0.71], [1.37, -0.78, 0.14], [-0.06, -0.21, 0.22], [-0.14, 0.08, -0.26], [0.22, 0.14, -0.45], [-0.09, -0.18, 0.17], [1.06, -0.45, 1.39], [-1.09, -0.05, -0.86], [0.68, -0.39, -1.23], [-0.46, -0.05, 1.44], [-0.73, 0.54, -0.15], [-0.37, 0.11, -0.75], [0.21, 0.32, 0.27], [-0.11, -0.34, 0.20], [0.26, -1.79, -0.56], [-0.15, 0.25, -0.03], [0.13, 0.51, 0.41], [0.05, 1.49, 0.77], [0.03, 0.13, 0.01], [-0.40, -0.85, -0.52], [-0.18, -0.01, -0.02], [0.25, 0.35, -0.04], [-1.86, -0.50, -1.13], [0.98, 0.36, 0.02], [-0.13, 2.61, 0.32], [0.59, -2.48, 1.01], [-0.07, -0.19, 0.05], [0.23, 0.06, -0.14], [0.13, -0.22, -0.33], [0.25, 0.09, 0.10]], "mulliken_charge": [-1.39, 2.00, -0.01, 1.04, 1.75, 1.38, 0.41, -0.05, 0.17, -1.48, -0.75, 0.35, -0.76, 0.01, -1.12, -0.81, 0.04, -1.52, 2.47, -0.38, -0.53, -0.19, -0.10, 0.25, 0.56, 0.28, -1.57, -0.23, 0.45, -0.16, 0.42, 0.06, -0.18, 0.31, 0.63, -0.75, 0.03, -0.42, -0.29, 0.20, 0.26, 0.18, 0.38, -0.69, -0.17, 0.03, 0.07, 0.28, 0.00, -0.06, 0.30, -0.60, -0.49, 0.04, 0.17, 0.26, -0.16, 0.23, 0.62, -0.91, 0.83, -0.42, -0.78, 0.23, 0.27, 0.14, 0.29, -0.70, -0.12, -0.06, 0.12, -0.16, 0.07, 0.09, 0.40, -0.58, -0.42, -0.14, 0.18, 0.23, 0.21, 0.20, 0.26, -0.75, -0.28, 0.54, 0.36, 0.17, -0.18, -0.02, 0.44, -0.73, -0.29, -0.13, 0.19, 0.37, 0.19, 0.02, 0.23, -0.49, -0.40, 0.03, 0.13, 0.19, 0.07, 0.19, 0.69, -0.42, -0.43, -0.38, 0.24, 0.15, 0.27, 0.20, 0.77, -0.75, -0.35, -0.37, 0.17, 0.16, 0.19, 0.17, 0.42, -0.78, 0.31, -0.20, -0.07, -0.18, 0.24, 0.17, 0.65, -0.65, -0.40, -0.05, 0.23, 0.14, -0.02, 0.21, 0.37, -0.80, -0.25, -0.15, 0.19, 0.27, 0.13, 0.12], "charge": 0, "fmax_ev_per_a": 3.6, "orbital_gap_ev": 8.470, "relative_energy_ev": 0.000}